The following is a quantum chemistry calculation of a molecular structure, C24H33Br3F15NO11 at a distorted geometry, from OMol25.

XYZ file:
```
87
Properties=species:S:1:pos:R:3:forces:R:3
C -3.98041 4.56453 -0.87894 0.95 0.13 0.04
C -2.65720 4.88114 -0.18260 -1.25 -0.90 0.70
O -2.61340 5.15704 1.00792 0.32 0.48 -0.41
N -1.58521 4.79765 -0.98465 1.28 0.95 -0.56
C -0.29179 5.35882 -0.57442 -0.96 -1.09 2.14
H -4.70469 4.16494 -0.17792 -0.01 0.03 0.02
H -3.77092 3.86632 -1.68983 -0.38 0.00 -0.11
H -4.31443 5.51769 -1.28938 -0.28 -0.14 -0.11
H -1.60964 4.23280 -1.81021 -0.29 0.19 -0.21
H -0.42159 6.36689 -0.18217 0.12 0.39 -0.92
H 0.51413 5.16447 -1.26805 -0.14 0.31 -0.29
H -0.07772 4.86279 0.38263 0.55 -0.26 -0.22
C 2.34210 -0.96882 3.76644 -0.27 0.25 0.70
C 2.88288 -2.03956 4.69339 -1.69 -1.64 -0.36
O 3.57887 -1.45352 5.78616 1.07 0.17 -0.22
C 2.88181 -0.90292 6.76325 0.06 -0.22 -0.11
O 1.71282 -1.01182 6.95346 -0.42 0.07 0.12
C 3.75883 -0.01508 7.67887 -0.29 0.16 0.04
F 3.56666 -0.34683 8.95391 0.02 -0.07 0.05
F 5.05913 -0.06166 7.41977 0.07 -0.12 -0.10
F 3.34357 1.25098 7.51189 0.09 0.02 0.01
H 1.99849 -1.28169 2.78236 0.56 -0.40 -0.05
H 3.10855 -0.19563 3.72400 -0.22 0.17 -0.40
H 1.42785 -0.58500 4.22545 0.22 0.40 0.10
H 3.45951 -2.83756 4.22626 0.94 0.71 0.00
H 2.05962 -2.65635 5.07349 -0.17 0.44 0.29
C -5.08043 2.35701 3.80140 0.08 -0.27 -0.30
C -5.25654 1.35870 2.65491 -0.22 1.63 -0.74
O -4.66941 0.10252 2.95550 -0.22 -0.94 0.77
C -3.40585 -0.10249 2.66005 -0.52 0.47 -0.37
O -2.73703 0.61558 1.98087 0.74 0.17 -0.21
C -2.86146 -1.43446 3.20611 0.88 0.09 -0.41
F -3.74355 -2.09581 3.92442 -0.04 -0.29 0.04
F -2.45449 -2.17079 2.15077 -0.48 -0.14 0.16
F -1.75365 -1.22639 3.93611 -0.37 0.17 0.16
H -5.65531 3.26065 3.60172 -0.15 -0.10 -0.03
H -4.04411 2.68368 3.88460 0.08 -0.18 0.00
H -5.39841 1.92277 4.74738 -0.07 0.03 0.02
H -4.84521 1.77432 1.73126 0.46 -0.14 0.17
H -6.29709 1.20799 2.37209 -0.10 -0.48 0.61
C -0.38610 -4.21315 -0.55608 -0.93 0.35 -0.47
C -1.51226 -4.55433 -1.55238 0.20 0.20 0.56
O -2.10780 -5.76291 -1.05392 0.07 -0.80 0.19
C -3.26675 -6.10358 -1.58040 -0.32 1.05 1.02
O -3.89886 -5.44818 -2.34510 -0.37 0.22 -0.99
C -3.89382 -7.33675 -0.93541 1.41 -1.10 0.40
F -4.32239 -8.13461 -1.90748 -0.57 -0.08 0.01
F -2.98411 -8.03347 -0.22314 0.04 0.03 -0.14
F -4.86365 -7.04361 -0.08251 -0.50 0.33 -0.34
H -0.88724 -3.60448 0.19808 0.33 -0.02 0.26
H 0.37321 -3.58706 -1.01889 0.15 -0.16 0.00
H 0.02020 -5.09297 -0.06650 0.19 -0.08 -0.26
H -1.27512 -4.72676 -2.60246 0.39 0.15 0.12
H -2.25518 -3.75797 -1.48386 -0.07 -0.18 -0.31
C 1.60875 -0.47841 -3.73762 -0.62 -0.59 0.69
C 1.83169 0.68966 -4.66269 1.03 0.15 0.30
O 1.07155 0.52598 -5.85951 -1.05 0.27 -0.24
C 1.51086 -0.23352 -6.83454 0.17 0.57 -0.34
O 2.59218 -0.71054 -6.94674 0.79 -0.48 0.13
C 0.47588 -0.48200 -7.95336 -0.82 -0.03 0.58
F 0.98964 -0.25079 -9.15161 0.19 -0.28 -0.02
F 0.12586 -1.77788 -7.82280 0.09 0.07 -0.46
F -0.65566 0.23298 -7.86258 0.30 0.04 0.19
H 1.83744 -0.25228 -2.69287 0.25 0.25 -0.13
H 2.12795 -1.40867 -3.97111 0.31 0.29 -0.40
H 0.55047 -0.75448 -3.71484 -0.06 0.22 -0.13
H 2.88931 0.85523 -4.88241 -0.02 -0.36 -0.31
H 1.52233 1.64594 -4.24853 -0.44 -0.17 0.11
C 3.83369 0.77082 0.86162 -1.39 0.44 0.37
C 3.29484 1.61083 -0.29284 -0.07 -1.08 -0.05
O 4.30102 1.46311 -1.31227 1.09 0.23 -0.38
C 4.24857 2.26996 -2.34703 -1.48 0.59 0.66
O 3.30078 2.96859 -2.60238 0.21 -0.02 -0.41
C 5.54098 2.36311 -3.14725 0.89 -0.64 0.40
F 5.91580 3.63392 -3.20865 -0.02 0.27 -0.18
F 6.52352 1.67485 -2.54677 -0.01 0.05 -0.06
F 5.41312 1.87745 -4.37538 -0.29 0.06 -0.32
H 4.80620 1.05500 1.25226 0.16 0.02 -0.38
H 3.76857 -0.27855 0.57718 0.45 -0.03 -0.03
H 3.13032 0.87776 1.69232 0.03 0.05 0.00
H 3.04338 2.65486 -0.10618 0.48 0.05 0.10
H 2.38815 1.14961 -0.69307 0.08 0.14 0.18
C -0.90878 0.40018 -0.67657 -0.41 -0.37 -0.27
Br 0.44166 -0.32941 0.47729 -0.12 -0.03 -0.09
Br -1.81111 -1.03081 -1.67791 0.42 0.61 0.04
Br -0.20924 1.83529 -1.80961 -0.35 -0.72 0.44
H -1.70512 0.74912 -0.03178 0.24 0.46 0.00
```
Positions in Å, forces in eV/Å.

Calculated values
HOMO-LUMO gap: 9.1 eV
LUMO energy: -0.74 eV
HOMO: -9.805 eV

---

The following is a quantum chemistry calculation of a molecular structure, C31H26BaClN6O7S2Se2, from OMol25.

XYZ file:
```
76
Properties=species:S:1:pos:R:3:forces:R:3
Ba 0.01393 -0.04153 -0.73041 -0.74 -0.29 -0.42
S -4.71349 1.34716 -3.03280 -0.03 0.04 0.03
C -3.55032 2.21330 -3.93658 0.04 -0.02 -0.03
C -2.28416 1.95159 -3.50023 0.02 -0.02 -0.06
C -2.17086 1.02124 -2.40839 0.20 0.08 0.25
C -3.43349 0.63267 -2.04793 -0.01 0.02 0.01
C -3.82350 -0.33470 -1.01573 -0.04 0.02 0.05
C -5.15426 -0.45312 -0.59072 0.00 0.00 0.02
C -5.49620 -1.40318 0.34930 0.02 0.01 0.03
C -4.50771 -2.23015 0.85989 -0.02 0.04 0.01
C -3.21417 -2.04331 0.40248 0.01 -0.02 -0.03
N -2.86748 -1.13189 -0.50561 0.08 0.25 0.07
H -3.85717 2.86358 -4.74324 -0.01 -0.01 0.01
H -1.42543 2.41435 -3.97677 -0.01 0.00 0.02
H -5.90760 0.21101 -0.99263 0.00 0.01 -0.01
H -6.52373 -1.49440 0.68140 0.00 0.00 0.00
H -4.71830 -2.99699 1.59262 0.00 0.00 0.00
H -2.41903 -2.69149 0.75024 0.00 0.01 0.02
O 2.68570 6.46386 2.44176 -0.01 0.03 -0.02
C 1.32174 6.11230 2.24628 0.00 -0.01 0.01
C 1.23594 4.89812 1.36736 0.00 0.00 -0.01
C 0.15875 4.71672 0.51732 -0.21 -0.01 0.06
C 0.04382 3.52316 -0.17516 0.28 0.00 0.00
N 0.96908 2.56872 -0.10866 -0.01 -0.09 0.04
C 2.03392 2.75110 0.67720 -0.03 0.07 0.04
C 2.19082 3.89795 1.44400 0.00 0.00 -0.01
C 3.04361 1.65090 0.73880 0.07 -0.01 0.07
C 4.33471 1.89206 1.20289 -0.01 -0.01 -0.01
C 5.23295 0.84177 1.30077 0.00 0.00 0.00
C 6.63645 1.05881 1.80861 0.00 0.00 0.00
O 7.13667 2.36316 1.57267 -0.04 0.02 0.00
C 4.80613 -0.42299 0.92219 0.01 0.00 -0.01
C 3.51567 -0.57125 0.44647 0.04 0.03 -0.14
N 2.65725 0.43734 0.34695 -0.12 0.11 0.06
H 2.72896 7.15168 3.11137 0.00 -0.03 0.01
H 0.76254 6.93502 1.78949 0.01 0.00 -0.01
H 0.84655 5.87027 3.20396 -0.01 0.01 0.00
H -0.61174 5.47199 0.42446 0.00 -0.01 0.00
H -0.80950 3.31915 -0.81563 0.01 0.01 0.00
H 3.02335 4.01493 2.12054 0.00 -0.02 0.00
H 4.64942 2.88767 1.47991 -0.01 0.01 0.00
H 7.29799 0.30035 1.37637 -0.01 0.00 -0.01
H 6.65215 0.92546 2.89194 0.01 0.01 0.00
H 6.98969 2.57912 0.64529 0.03 -0.02 0.00
H 5.47160 -1.27658 0.96844 0.00 0.01 0.00
H 3.15515 -1.53151 0.09593 0.00 0.00 0.00
Se -2.71485 -5.61259 -0.74896 0.04 -0.05 0.02
Se -0.46623 -5.99997 -0.96880 -0.10 0.05 -0.07
C 0.28008 -4.69480 0.23828 0.12 -0.07 -0.05
C 1.66890 -4.66624 0.34867 0.02 0.03 0.08
C 2.22740 -3.75946 1.22863 -0.08 -0.03 -0.02
C 1.39568 -2.90841 1.95205 0.07 -0.06 -0.05
C 0.03243 -3.02413 1.75508 0.01 0.17 0.10
N -0.51765 -3.90170 0.91279 -0.10 0.00 0.04
C -2.99075 -4.14403 -1.98089 -0.02 -0.05 -0.03
C -4.30362 -3.71595 -2.15992 -0.01 -0.06 -0.03
C -4.52072 -2.65409 -3.01820 0.02 -0.02 -0.04
C -3.43489 -2.06619 -3.65246 0.07 -0.05 -0.07
C -2.17397 -2.57061 -3.38860 -0.02 0.01 -0.01
N -1.95179 -3.59925 -2.56776 0.05 -0.03 0.00
H 2.28479 -5.32362 -0.25120 0.00 0.01 0.00
H 3.30405 -3.70594 1.34177 0.00 -0.01 0.00
H 1.77972 -2.16465 2.63882 0.00 0.00 -0.02
H -0.65253 -2.37702 2.29374 0.00 0.01 -0.01
H -5.12118 -4.18983 -1.63092 0.01 0.00 -0.01
H -5.52111 -2.26971 -3.17419 0.00 -0.01 -0.01
H -3.55625 -1.20735 -4.29817 0.01 -0.02 0.00
H -1.29374 -2.12809 -3.83967 0.03 0.02 -0.01
O 1.74003 0.06579 -2.93378 -0.04 -0.08 0.10
S 1.95630 -1.41718 -2.93756 0.25 -0.21 -0.33
N 1.34015 -2.25836 -1.90357 0.10 0.15 0.09
O -0.94595 0.00671 4.09880 0.01 0.01 0.01
Cl -0.17847 0.73442 3.13208 0.11 0.02 -0.02
O 1.23179 0.50260 3.32700 0.01 -0.01 -0.01
O -0.46377 2.14074 3.19536 0.01 0.00 -0.01
O -0.54018 0.24546 1.79517 -0.07 0.06 0.26
```
Positions in Å, forces in eV/Å.

Calculated values
HOMO-LUMO gap: 6.9 eV
net charge: -1
LUMO energy: 1.99 eV
HOMO: -4.930 eV

---

The following is a quantum chemistry calculation of a molecular structure, C39H40BrGeN6O6S3V at a distorted geometry, from OMol25.

XYZ file:
```
97
Properties=species:S:1:pos:R:3:forces:R:3
V 0.51557 0.15669 -0.67957 -0.84 -2.60 0.29
S -1.27606 -0.30124 0.89005 -0.41 0.01 0.78
C -0.89878 -1.72028 1.88188 0.00 -0.18 0.03
C -1.83578 -2.26014 2.75503 0.00 0.00 -0.13
C -1.51169 -3.36850 3.51633 -0.05 -0.04 0.03
C -0.24840 -3.93768 3.39116 0.05 -0.03 0.03
C 0.67154 -3.42545 2.49567 -0.09 0.10 -0.03
C 0.35301 -2.31223 1.70833 0.01 0.09 0.05
S 1.44626 -1.75656 0.47682 0.33 -0.57 0.25
H -2.81832 -1.80695 2.82215 -0.01 -0.03 0.01
H -2.23750 -3.79244 4.19797 0.00 0.02 0.01
H 0.01477 -4.79944 3.99223 -0.01 0.00 -0.01
H 1.64595 -3.87896 2.36859 -0.01 -0.05 0.05
Br 3.73202 -0.36690 -2.28389 -0.04 0.09 -0.07
C 2.42420 0.80430 -2.99107 0.04 -0.14 0.31
C 2.60010 1.28830 -4.27077 -0.03 0.07 -0.08
C 1.69062 2.22146 -4.75021 0.08 -0.08 0.10
C 0.68848 2.66991 -3.91016 -0.21 0.10 -0.07
C 0.57243 2.11331 -2.65265 0.35 -0.05 0.08
N 1.40290 1.15178 -2.20002 0.89 1.07 -1.82
C -0.41708 2.58634 -1.60628 -0.24 0.38 -0.13
O -1.05708 3.59753 -1.80526 0.02 -0.10 -0.03
O -0.40250 1.84714 -0.55453 -0.64 0.86 -0.24
H 3.43272 0.94068 -4.86385 0.00 0.01 0.01
H 1.79298 2.60830 -5.75517 -0.01 0.02 0.00
H -0.01769 3.43524 -4.19940 -0.01 0.00 0.04
C 6.79479 -2.74745 -2.98999 -0.10 -0.02 0.02
C 5.45104 -3.34585 -3.30561 -0.01 -0.05 0.03
C 4.96243 -3.35817 -4.61028 -0.06 0.01 -0.06
C 3.70874 -3.87294 -4.89674 0.10 -0.06 0.03
C 2.94337 -4.38741 -3.86094 -0.19 -0.01 -0.03
C 3.40045 -4.37839 -2.55394 -0.11 0.00 0.08
C 4.65630 -3.86099 -2.28430 0.08 0.04 -0.06
S 1.36028 -5.10100 -4.20419 -0.09 0.10 -0.31
O 0.67206 -5.26592 -2.95420 0.05 0.10 0.06
O 1.49310 -6.24327 -5.06167 0.01 0.08 -0.08
N 0.68501 -3.91134 -5.15374 0.02 -0.16 0.31
C 0.48293 -2.58920 -4.55553 0.00 -0.02 0.14
C -0.59569 -2.45738 -3.46823 0.14 0.04 -0.01
C -0.18833 -1.39196 -2.47796 -0.18 -0.27 -0.64
O -1.00174 -0.55056 -2.01633 0.03 0.14 0.11
O 1.01408 -1.35220 -2.10345 -0.15 0.09 -0.24
H 7.40573 -2.64526 -3.88536 0.01 0.02 0.00
H 7.33442 -3.36137 -2.26893 0.02 0.02 0.00
H 6.66248 -1.75543 -2.54977 0.08 0.01 -0.01
H 5.56965 -2.95942 -5.41444 0.02 0.01 0.02
H 3.31906 -3.87891 -5.90604 0.04 -0.02 -0.02
H 2.76247 -4.75735 -1.76607 0.03 0.03 0.01
H 5.02182 -3.84224 -1.26406 -0.03 -0.02 0.01
H -0.10680 -4.29340 -5.65913 0.06 -0.05 -0.01
H 0.28780 -1.89275 -5.37280 0.03 -0.02 -0.02
H 1.43626 -2.30775 -4.10660 0.00 0.04 -0.07
H -0.63615 -3.39142 -2.90650 -0.06 -0.02 0.06
H -1.58511 -2.23897 -3.86626 0.01 0.01 -0.01
Ge -1.52701 1.19397 2.60759 -0.26 0.16 0.39
C -1.29638 3.06140 2.07135 0.09 -0.42 0.04
C -2.41408 3.72980 1.58280 0.05 -0.04 0.07
C -2.31706 5.04912 1.16759 -0.06 0.03 -0.05
C -1.10247 5.71163 1.23821 -0.01 0.00 -0.03
C 0.01575 5.05471 1.73162 0.05 0.01 0.00
C -0.08081 3.73534 2.14453 0.05 -0.07 0.00
C -0.68121 0.66261 4.30148 -0.04 0.18 -0.38
C 0.53301 1.18608 4.73651 0.00 0.00 -0.02
C 1.03794 0.86116 5.98631 0.04 0.02 0.01
C 0.33006 0.01061 6.82234 -0.02 0.00 -0.01
C -0.88611 -0.50881 6.40416 -0.02 -0.03 0.06
C -1.39015 -0.17923 5.15521 -0.02 0.04 -0.03
H -3.03795 1.01134 2.87245 0.03 0.02 -0.03
H -3.36238 3.20866 1.52036 -0.02 0.06 -0.03
H -3.18858 5.55380 0.77090 0.01 0.00 0.01
H -1.02217 6.73517 0.89567 -0.01 0.01 0.02
H 0.96569 5.57273 1.79063 0.00 0.00 0.01
H 0.80013 3.22517 2.51934 -0.03 0.08 -0.03
H 1.09315 1.85637 4.10231 0.04 -0.03 0.06
H 1.98664 1.27419 6.30627 -0.01 0.01 0.00
H 0.71780 -0.23627 7.80252 0.01 -0.02 -0.01
H -1.44652 -1.16831 7.05490 0.00 0.00 -0.01
H -2.34764 -0.57672 4.84349 0.00 0.00 0.06
C 6.18750 0.79940 1.13923 0.08 0.12 0.02
C 5.99555 2.30066 0.93162 -0.13 -0.12 -0.08
C 5.98428 2.66186 -0.55698 0.04 0.00 0.14
C 4.76224 2.81395 1.68472 0.33 0.14 0.06
N 3.53888 2.07835 1.40748 -0.13 0.00 -0.34
C 2.89584 1.85201 0.25891 -0.22 0.12 0.25
N 1.86217 1.08049 0.51629 1.47 0.80 1.12
N 1.88354 0.85226 1.84890 -0.09 0.15 0.05
N 2.87245 1.44539 2.38492 0.05 -0.04 -0.01
H 7.08932 0.46309 0.62604 -0.01 -0.02 0.02
H 5.34511 0.23499 0.73440 -0.02 -0.03 0.00
H 6.28510 0.55711 2.19851 -0.02 -0.05 -0.01
H 6.83624 2.82373 1.39563 -0.02 0.05 0.02
H 5.37989 1.95881 -1.13180 -0.06 0.01 -0.03
H 6.99656 2.61324 -0.95894 -0.02 -0.03 -0.03
H 5.61099 3.67546 -0.72098 0.02 -0.01 -0.04
H 4.59851 3.87036 1.46497 -0.07 -0.02 0.01
H 4.91749 2.70792 2.75699 -0.08 0.01 0.01
H 3.15658 2.28720 -0.68718 0.06 -0.09 -0.04
```
Positions in Å, forces in eV/Å.

Calculated values
HOMO-LUMO gap (alpha / beta): 6.3 / 6.3 eV
LUMO energy (alpha / beta): -0.45 / -0.60 eV
HOMO (alpha / beta): -6.719 / -6.897 eV
2S+1: 3

---

The following is a quantum chemistry calculation of C3H7NO2S in the gas phase at a distorted geometry, from OMol25.

XYZ file:
```
14
Properties=species:S:1:pos:R:3:forces:R:3
C -0.63083 0.90939 -2.29355 0.20 -0.06 0.09
C 0.05714 0.37886 -1.05404 0.15 -0.12 -0.54
O 0.99505 -0.41296 -1.06772 0.54 -0.35 -0.31
N -0.49732 0.87955 0.04959 0.63 -0.26 4.16
S 0.26721 0.34967 1.49110 -0.34 0.08 -3.29
C 0.21692 -1.45100 1.62943 -0.03 0.66 -0.31
O -0.22927 0.99288 2.66360 -0.39 0.27 0.52
H -0.94476 1.93456 -2.11686 -0.03 0.02 -0.09
H 0.03827 0.84728 -3.14308 0.07 -0.03 -0.11
H -1.51755 0.31116 -2.48692 -0.08 -0.08 -0.05
H 1.64157 0.59240 1.40142 -0.85 -0.32 -0.25
H 0.59990 -1.82744 0.68826 0.10 -0.04 -0.11
H 0.82212 -1.75713 2.47033 0.15 0.05 0.24
H -0.81845 -1.74720 1.76843 -0.12 0.18 0.05
```
Positions in Å, forces in eV/Å.

Calculated values
SMILES string: CC(=O)N=[S@H](C)=O
HOMO-LUMO gap: 10.0 eV
LUMO energy: 0.40 eV
HOMO: -9.632 eV

---

The E results, record by record, are as follows: -300326.430; -221417.874; -247072.682; -19642.788 eV.
The ΔE to the lowest compared entry with this formula, charge and spin results, record by record, are as follows: 4.93; 0.00; 27.59; 64.94 kcal per mole.